Formula: C5H8O
Source: the Open Molecules 2025 dataset
Level of theory: ωB97M-V with the def2-TZVPD basis set

The charge is 0. For the HOMO energy, the calculation gives -8.3 eV. As for the energy relative to the best compared isomer or geometry (same formula, charge and spin): 111.7 kcal/mol. The value obtained for the maximum force is 1.32 eV Å⁻¹. The gap between HOMO and LUMO is 8.748 eV. The calculation puts the lowest unoccupied orbital energy at 0.44 eV.

XYZ file:
```
14
Properties=species:S:1:pos:R:3:forces:R:3
C 0.093 0.326 -1.688 0.029 0.044 -0.050
C -0.762 -0.241 -0.581 -0.151 0.047 -0.198
C -0.141 -1.160 0.449 -0.101 -0.251 -0.082
C -0.639 0.195 0.833 -0.223 -0.283 -0.137
C 1.520 0.736 1.432 -0.293 -0.372 0.185
O 0.278 1.164 1.346 0.485 -0.501 0.781
H 1.130 0.466 -1.365 -0.210 -0.030 -0.011
H 0.087 -0.359 -2.542 0.054 0.113 0.114
H -0.298 1.291 -2.027 0.060 -0.097 0.026
H -1.794 -0.449 -0.847 0.095 -0.039 -0.151
H 0.942 -1.265 0.376 -0.393 0.107 0.048
H -0.661 -2.036 0.825 -0.082 0.155 -0.140
H -1.526 0.279 1.456 0.113 -0.056 -0.296
H 1.812 1.080 2.438 0.615 1.163 -0.087
```
Positions in Å, forces in eV/Å.